Computed, not measured: a molecular structure, C4H8INS, with ωB97M-V/def2-TZVPD.

ORCA input file:
```
! wB97M-V def2-TZVPD RIJCOSX def2/J DEFGRID3
* xyz 0 1
C -0.065 1.074 0.140
C 1.925 -1.462 -0.868
C -2.236 1.774 0.267
C 2.287 -0.381 0.014
N -0.933 1.902 -0.193
S 1.557 1.244 -0.557
I 4.487 0.157 0.111
H -0.182 0.247 0.750
H 2.141 -1.415 -2.009
H 0.766 -1.444 -0.865
H 2.303 -2.464 -0.756
H -2.538 2.753 0.707
H -2.712 0.970 1.059
H -2.939 1.574 -0.602
H 2.214 -0.674 1.081
*
```

## Properties
Highest occupied orbital energy ... -8.94 eV
E_tot ... -907.77116 a.u.
Orbital gap ... 9.05 eV
Relative energy (zero: lowest compared OMol25 entry of this formula, charge and spin) ... 152.7 kJ/mol
LUMO energy ... 0.11 eV

Mulliken atomic charges, in units of e: atom 1 (C): -0.157, atom 2 (C): -0.850, atom 3 (C): -0.658, atom 4 (C): -0.585, atom 5 (N): -0.318, atom 6 (S): 0.030, atom 7 (I): 0.012, atom 8 (H): 0.397, atom 9 (H): 0.286, atom 10 (H): 0.256, atom 11 (H): 0.380, atom 12 (H): 0.249, atom 13 (H): 0.248, atom 14 (H): 0.249, atom 15 (H): 0.462

Computed, not measured: a molecular structure, C4H8IO3P, with ωB97M-V/def2-TZVPD.

ORCA input file:
```
! wB97M-V def2-TZVPD RIJCOSX def2/J DEFGRID3
* xyz -2 1
C -1.038 2.265 0.264
C -0.186 1.123 -0.184
C -1.099 -0.063 -0.224
C 0.333 -1.522 -0.554
O 2.706 -2.446 -0.360
O 1.345 -2.321 1.803
O 2.266 -0.206 0.658
P 1.846 -1.620 0.541
I -0.780 -3.329 -0.308
H -1.741 2.364 -0.439
H -0.399 3.076 0.447
H -1.389 1.968 1.190
H 0.279 1.358 -1.110
H 0.704 0.928 0.423
H -1.633 -0.207 0.734
H -1.543 0.005 -1.194
H 0.328 -1.373 -1.686
*
```

## Properties
Highest occupied orbital energy ... 0.27 eV
E_tot ... -1021.95380 a.u.
Orbital gap ... 4.80 eV
LUMO energy ... 5.07 eV

Mulliken atomic charges, in units of e: atom 1 (C): -1.728, atom 2 (C): -0.085, atom 3 (C): -0.980, atom 4 (C): -0.702, atom 5 (O): -0.765, atom 6 (O): -0.811, atom 7 (O): -0.798, atom 8 (P): 0.845, atom 9 (I): -0.199, atom 10 (H): 0.458, atom 11 (H): 0.475, atom 12 (H): 0.381, atom 13 (H): 0.356, atom 14 (H): 0.337, atom 15 (H): 0.436, atom 16 (H): 0.352, atom 17 (H): 0.429

Computed, not measured: a molecular structure, C4H8IrO3, with ωB97M-V/def2-TZVPD.

ORCA input file:
```
! wB97M-V def2-TZVPD RIJCOSX def2/J DEFGRID3
* xyz 2 6
O 2.085 1.102 -0.434
C 2.309 -0.188 -0.098
O 1.063 -0.683 0.536
C 0.209 -1.510 -0.215
C -1.197 -1.156 0.077
O -1.395 0.224 -0.109
C -2.766 0.645 -0.083
Ir 0.278 1.226 0.214
H 3.080 -0.318 0.680
H 2.518 -0.850 -0.958
H -0.609 -2.550 -0.141
H -1.774 -1.555 0.916
H -2.767 1.736 -0.171
H -3.294 0.192 -0.930
H -3.224 0.345 0.867
H 0.519 -1.597 -1.266
*
```

## Properties
Highest occupied orbital energy (alpha / beta) ... -18.85 / -19.61 eV
⟨S²⟩ ... 8.765
E_tot ... -486.14025 a.u.
Orbital gap (alpha / beta) ... 8.88 / 6.61 eV
Relative energy (zero: lowest compared OMol25 entry of this formula, charge and spin) ... 305.1 kJ/mol
LUMO energy (alpha / beta) ... -9.98 / -12.99 eV

Mulliken atomic charges, in units of e: atom 1 (O): -0.389, atom 2 (C): 0.028, atom 3 (O): -0.486, atom 4 (C): -0.177, atom 5 (C): -0.269, atom 6 (O): -0.382, atom 7 (C): -0.566, atom 8 (Ir): 1.417, atom 9 (H): 0.327, atom 10 (H): 0.414, atom 11 (H): 0.392, atom 12 (H): 0.392, atom 13 (H): 0.287, atom 14 (H): 0.308, atom 15 (H): 0.359, atom 16 (H): 0.344

Computed, not measured: a molecular structure, C4H8MgO3Sn, with ωB97M-V/def2-TZVPD.

ORCA input file:
```
! wB97M-V def2-TZVPD RIJCOSX def2/J DEFGRID3
* xyz 1 2
O 1.600 2.082 -0.205
Mg 3.150 1.040 0.179
Sn 0.584 1.075 1.208
O 1.856 -0.323 0.509
O -0.840 -0.321 0.631
C -1.814 0.420 -0.142
C -0.192 -1.414 -0.018
C -1.251 1.765 -0.443
C 1.250 -1.574 0.430
H -2.769 0.442 0.416
H -2.026 -0.150 -1.064
H -0.159 -1.163 -1.093
H -0.792 -2.327 0.118
H 0.249 2.231 -0.880
H 1.373 -2.057 1.414
H 1.753 -2.245 -0.286
H -1.972 2.519 -0.774
*
```

## Properties
Highest occupied orbital energy (alpha / beta) ... -11.31 / -11.74 eV
⟨S²⟩ ... 0.762
E_tot ... -796.93529 a.u.
Orbital gap (alpha / beta) ... 5.65 / 5.95 eV
LUMO energy (alpha / beta) ... -5.65 / -5.79 eV

Mulliken atomic charges, in units of e: atom 1 (O): -0.968, atom 2 (Mg): 1.214, atom 3 (Sn): 0.545, atom 4 (O): -0.476, atom 5 (O): -0.365, atom 6 (C): 0.005, atom 7 (C): -0.439, atom 8 (C): -1.065, atom 9 (C): -0.380, atom 10 (H): 0.310, atom 11 (H): 0.330, atom 12 (H): 0.367, atom 13 (H): 0.326, atom 14 (H): 0.468, atom 15 (H): 0.311, atom 16 (H): 0.376, atom 17 (H): 0.443

Computed, not measured: a molecular structure, C4H8MnN2O2, with ωB97M-V/def2-TZVPD.

ORCA input file:
```
! wB97M-V def2-TZVPD RIJCOSX def2/J DEFGRID3
* xyz 2 6
N 2.278 0.043 0.956
C 1.446 0.415 -0.282
C 0.436 -0.875 -0.599
C -1.014 -0.642 0.202
O -2.106 -0.576 -0.825
C -0.844 0.931 0.700
O -1.609 1.687 1.492
N 0.451 1.475 0.139
H 2.268 0.894 1.580
H 1.744 -0.729 1.457
H 2.164 0.685 -1.193
H 0.135 -0.749 -1.740
H 0.946 -1.924 -0.472
H -1.279 -1.432 1.057
H -1.896 0.261 -1.361
H 0.387 2.347 -0.429
Mn -3.506 -1.812 -0.683
*
```

## Properties
Highest occupied orbital energy (alpha / beta) ... -15.85 / -15.84 eV
⟨S²⟩ ... 8.754
E_tot ... -1567.33010 a.u.
Orbital gap (alpha / beta) ... 3.52 / 3.26 eV
LUMO energy (alpha / beta) ... -12.33 / -12.58 eV

Mulliken atomic charges, in units of e: atom 1 (N): -0.578, atom 2 (C): 0.064, atom 3 (C): -1.023, atom 4 (C): 0.159, atom 5 (O): -0.589, atom 6 (C): 0.050, atom 7 (O): -0.463, atom 8 (N): -0.213, atom 9 (H): 0.316, atom 10 (H): 0.271, atom 11 (H): 0.379, atom 12 (H): 0.289, atom 13 (H): 0.348, atom 14 (H): 0.667, atom 15 (H): 0.372, atom 16 (H): 0.306, atom 17 (Mn): 1.646

Computed, not measured: a gas-phase ion, C4H8N (charge +1), with ωB97M-V/def2-TZVPD.

ORCA input file:
```
! wB97M-V def2-TZVPD RIJCOSX def2/J DEFGRID3
* xyz 1 1
C -1.017 0.146 1.128
C -0.403 1.325 0.262
C 1.300 -0.678 -0.187
C 0.160 -0.926 -1.130
N 0.059 0.015 -0.044
H -0.674 0.017 2.129
H -2.005 -0.086 0.951
H -0.857 1.870 -0.452
H 0.314 1.983 0.649
H 1.406 -1.462 0.579
H 1.963 0.100 -0.509
H 0.036 -0.415 -2.051
H -0.280 -1.888 -1.327
*
```

## Properties
Highest occupied orbital energy ... -16.48 eV
E_tot ... -211.58039 a.u.
Orbital gap ... 13.62 eV
Relative energy (zero: lowest compared OMol25 entry of this formula, charge and spin) ... 238.2 kJ/mol
LUMO energy ... -2.86 eV
SMILES string ... C1C[N+]12CC2

Mulliken atomic charges, in units of e: atom 1 (C): -0.488, atom 2 (C): -0.381, atom 3 (C): -0.293, atom 4 (C): -0.430, atom 5 (N): 0.279, atom 6 (H): 0.282, atom 7 (H): 0.293, atom 8 (H): 0.322, atom 9 (H): 0.285, atom 10 (H): 0.275, atom 11 (H): 0.307, atom 12 (H): 0.271, atom 13 (H): 0.278

Computed, not measured: 2 unconnected molecules or ions with the total composition C4H8N, with ωB97M-V/def2-TZVPD.

ORCA input file:
```
! wB97M-V def2-TZVPD RIJCOSX def2/J DEFGRID3
* xyz 1 1
C 0.702 -2.024 -0.733
C 0.462 -0.991 -0.014
C -0.607 1.098 0.907
C -0.186 1.313 -0.489
N -0.649 0.006 -0.102
H 1.516 -2.612 -0.720
H 0.117 -2.455 -1.453
H 1.254 0.282 2.197
H 0.276 0.930 1.754
H -1.468 1.639 1.138
H -0.824 1.929 -1.161
H 0.879 1.439 -0.814
H -1.472 -0.553 -0.510
*
```

## Properties
Highest occupied orbital energy (alpha / beta) ... -14.73 / -15.03 eV
E_tot ... -211.40144 a.u.
Orbital gap (alpha / beta) ... 8.96 / 9.57 eV
Relative energy (zero: lowest compared OMol25 entry of this formula, charge and spin) ... 708.0 kJ/mol
LUMO energy (alpha / beta) ... -5.77 / -5.47 eV

Mulliken atomic charges, in units of e: atom 1 (C): -0.765, atom 2 (C): 0.074, atom 3 (C): -0.155, atom 4 (C): -0.177, atom 5 (N): 0.052, atom 6 (H): 0.322, atom 7 (H): 0.297, atom 8 (H): 0.303, atom 9 (H): -0.286, atom 10 (H): 0.357, atom 11 (H): 0.293, atom 12 (H): 0.266, atom 13 (H): 0.417

Computed, not measured: a gas-phase ion, C4H8N (charge +1), with ωB97M-V/def2-TZVPD.

ORCA input file:
```
! wB97M-V def2-TZVPD RIJCOSX def2/J DEFGRID3
* xyz 1 1
C 0.678 -1.515 0.109
C 0.059 -0.210 0.515
C 0.166 0.456 1.647
C -0.157 0.991 -1.566
N -0.698 0.446 -0.565
H 0.975 -2.049 1.002
H -0.004 -2.166 -0.438
H 1.591 -1.349 -0.457
H -0.270 1.434 1.756
H 0.683 0.040 2.501
H -0.707 1.490 -2.357
H 0.928 0.987 -1.664
H -1.716 0.391 -0.440
*
```

## Properties
Highest occupied orbital energy ... -15.03 eV
E_tot ... -211.66368 a.u.
Orbital gap ... 9.73 eV
Relative energy (zero: lowest compared OMol25 entry of this formula, charge and spin) ... 19.5 kJ/mol
LUMO energy ... -5.30 eV
SMILES string ... C=[NH+]C(=C)C

Mulliken atomic charges, in units of e: atom 1 (C): -1.125, atom 2 (C): 0.458, atom 3 (C): -0.800, atom 4 (C): -0.081, atom 5 (N): 0.035, atom 6 (H): 0.379, atom 7 (H): 0.343, atom 8 (H): 0.315, atom 9 (H): 0.297, atom 10 (H): 0.287, atom 11 (H): 0.283, atom 12 (H): 0.287, atom 13 (H): 0.321